21
Properties=species:S:1:pos:R:3 method="wB97M-V/def2-TZVPD" e_lumo_ev=-1.07 homo_lumo_gap_ev=7.9 homo_energy_ev=-9.01 total_energy_ev=-26772.353 relative_energy_kcal_mol=142.4 molar_mass_g_mol=191.212
C -2.05927 -0.42340 -0.15043
C -1.60047 0.86514 -0.20813
C 0.49655 2.02728 0.05915
C 1.91824 1.88128 0.12709
C -3.47817 -0.82101 -0.21526
N 2.96366 2.49161 0.05680
N -0.22032 0.96491 -0.10973
N 1.71744 -1.45789 1.08796
O 3.76850 -0.30593 -0.08847
O 1.80964 -0.92074 -1.44511
O 0.69829 -2.31396 0.62082
S 2.30884 -0.39050 -0.13939
H -1.54346 -1.34833 0.21865
H -2.36251 1.68898 -0.55881
H 0.08512 3.07241 0.17463
H -4.05815 -0.28803 -1.06377
H -3.54422 -1.99092 -0.37363
H -4.03406 -0.50450 0.79015
H 3.90650 2.05366 -0.00238
H 2.29210 -1.93464 1.63089
H 0.93574 -2.34541 -0.41102